(1)
{"formula": "C16H31AsBrO2SSe2Si2V", "method": "ωB97M-V/def2-TZVPD", "e_tot_ev": -335044.33107, "lumo_ev": -0.89, "e_homo_ev": -7.03, "orbital_gap_ev": 6.130, "multiplicity": 1, "relative_energy_kcal_mol": 3.15, "elements": ["V", "C", "As", "C", "C", "S", "H", "H", "H", "H", "H", "H", "H", "H", "H", "Br", "C", "C", "C", "C", "C", "C", "C", "O", "O", "H", "H", "H", "H", "C", "Si", "C", "C", "Se", "H", "H", "H", "H", "H", "H", "H", "H", "H", "C", "Si", "C", "C", "H", "H", "H", "H", "H", "H", "H", "H", "H", "Se"], "positions_angstrom": [[-0.1050, 2.0084, 1.4518], [1.5976, -2.0660, 2.4788], [0.0720, -1.1602, 3.1976], [0.0411, -1.7728, 5.0250], [-1.7112, -1.4754, 2.5676], [0.4641, 0.9575, 3.4383], [1.3262, -3.1038, 2.3045], [2.3819, -1.9897, 3.2324], [1.8652, -1.6021, 1.5339], [-0.0203, -2.8611, 5.0313], [-0.8221, -1.3521, 5.5360], [0.9540, -1.4537, 5.5240], [-1.8331, -2.5421, 2.3824], [-1.8652, -0.9346, 1.6377], [-2.3784, -1.1386, 3.3611], [-5.0124, 3.4387, -1.3433], [-3.5755, 2.7620, -2.3698], [-3.5979, 3.0348, -3.7292], [-2.5638, 2.5982, -4.5427], [-1.4982, 1.8961, -4.0003], [-1.4679, 1.6439, -2.6406], [-2.5057, 2.0689, -1.8081], [-2.4223, 1.7031, -0.3639], [-3.3495, 1.4717, 0.3592], [-1.1451, 1.6160, 0.0729], [-4.4284, 3.5888, -4.1430], [-2.5965, 2.8082, -5.6038], [-0.6974, 1.5390, -4.6332], [-0.6648, 1.0602, -2.2045], [1.7217, -3.7364, -1.8671], [0.1137, -3.3219, -0.9869], [-1.3045, -3.7414, -2.1408], [-0.0016, -4.5529, 0.4520], [0.0074, -1.1680, -0.4185], [1.7517, -4.7865, -2.1710], [2.5784, -3.5428, -1.2179], [1.8366, -3.1160, -2.7578], [-1.2431, -4.7791, -2.4805], [-1.2891, -3.0892, -3.0155], [-2.2643, -3.5980, -1.6404], [-0.3342, -5.5214, 0.0684], [-0.7167, -4.2439, 1.2189], [0.9696, -4.7144, 0.9254], [3.3063, 2.7747, 1.8169], [2.0524, 2.8825, 0.4385], [2.4024, 1.6412, -0.9021], [2.0276, 4.5820, -0.3198], [4.2886, 3.0255, 1.4055], [3.3581, 1.7715, 2.2401], [3.0795, 3.4775, 2.6191], [3.4834, 1.6366, -1.0787], [1.9117, 1.9373, -1.8315], [2.0836, 0.6242, -0.6711], [2.9605, 4.7472, -0.8663], [1.9251, 5.3573, 0.4399], [1.2012, 4.6811, -1.0254], [-0.3473, 4.0303, 2.0145]], "forces_ev_per_a": [[-0.4, -0.4, -0.5], [0.0, 0.0, 0.0], [0.0, 0.0, 0.0], [0.0, 0.0, 0.0], [0.0, 0.0, 0.0], [0.0, 0.1, -0.1], [0.0, 0.0, 0.0], [0.0, 0.0, 0.0], [0.0, 0.0, 0.0], [0.0, 0.0, 0.0], [0.0, 0.0, 0.0], [0.0, 0.0, 0.0], [0.0, 0.0, 0.0], [0.0, 0.0, 0.0], [0.0, 0.0, 0.0], [0.0, 0.0, 0.0], [0.0, 0.1, 0.0], [0.0, 0.0, 0.0], [0.0, 0.0, 0.0], [0.0, 0.0, 0.0], [0.0, -0.1, 0.0], [0.1, -0.1, 0.0], [-0.2, 0.1, 0.0], [0.1, 0.0, 0.0], [0.2, 0.3, 0.5], [0.0, 0.0, 0.0], [0.0, 0.0, 0.0], [0.0, 0.0, 0.0], [0.0, 0.0, 0.0], [0.0, 0.0, 0.0], [0.1, 0.0, 0.0], [0.0, 0.0, 0.0], [0.0, 0.0, 0.0], [0.0, 0.0, 0.1], [0.0, 0.0, 0.0], [0.0, 0.0, 0.0], [0.0, 0.0, 0.0], [0.0, 0.0, 0.0], [0.0, 0.0, 0.0], [0.0, 0.0, 0.0], [0.0, 0.0, 0.0], [0.0, 0.0, 0.0], [0.0, 0.0, 0.0], [0.0, 0.0, 0.1], [0.0, 0.1, 0.1], [0.0, -0.1, -0.1], [0.0, 0.1, 0.0], [0.0, 0.0, 0.0], [0.0, 0.0, 0.0], [0.0, 0.0, 0.0], [0.0, 0.0, 0.0], [0.0, 0.0, 0.0], [0.0, 0.0, 0.0], [0.0, 0.0, 0.0], [0.0, 0.0, 0.0], [0.0, 0.0, 0.0], [0.1, 0.0, 0.1]]}

=====

(2)
{"formula": "C16H31AuI2OSSi2", "method": "ωB97M-V/def2-TZVPD", "e_tot_ev": -65610.74734, "lumo_ev": -8.94, "e_homo_ev": -14.98, "orbital_gap_ev": 6.038, "charge": 2, "multiplicity": 1, "relative_energy_kcal_mol": 0.00, "elements": ["Au", "I", "C", "I", "H", "H", "C", "Si", "C", "C", "C", "Si", "C", "C", "C", "H", "H", "H", "H", "H", "H", "H", "H", "H", "H", "H", "H", "H", "H", "H", "H", "H", "H", "H", "C", "C", "C", "C", "C", "C", "C", "S", "C", "O", "H", "H", "H", "H", "H", "H", "H", "H", "H", "H"], "positions_angstrom": [[-0.1467, 0.1075, 0.9566], [-0.4719, 3.0193, 1.0551], [-2.5380, 2.6473, 1.4086], [-2.9190, 0.5871, 1.7553], [-3.0816, 2.9393, 0.5180], [-2.8401, 3.2062, 2.2861], [0.1730, 0.2637, 4.0658], [1.3378, -0.9275, 3.1959], [2.9362, -0.0931, 2.7389], [1.5340, -2.4747, 4.2187], [0.5456, -1.7516, 1.5839], [1.5322, -2.8254, 0.3140], [2.9422, -1.8293, -0.4008], [2.2116, -4.2568, 1.2964], [0.2949, -3.4414, -0.9388], [0.5363, 0.4202, 5.0862], [-0.8439, -0.1220, 4.1422], [0.1384, 1.2545, 3.6117], [3.3515, 0.3953, 3.6243], [2.7933, 0.6829, 1.9824], [3.6885, -0.7880, 2.3652], [1.8831, -2.1118, 5.1920], [2.2736, -3.1626, 3.8240], [0.5945, -3.0032, 4.3779], [-0.3831, -2.2874, 1.8219], [3.7953, -1.8254, 0.2798], [2.6918, -0.7926, -0.6231], [3.2855, -2.2960, -1.3278], [3.0373, -3.9849, 1.9506], [2.6025, -4.9633, 0.5577], [1.4498, -4.7804, 1.8752], [-0.3001, -2.6557, -1.4010], [-0.3806, -4.1500, -0.4535], [0.8082, -3.9844, -1.7361], [-3.9616, 4.5163, -3.2913], [-2.8637, 3.5413, -2.9902], [-3.1503, 2.2249, -2.6157], [-2.1392, 1.3101, -2.3810], [-0.8194, 1.7326, -2.4969], [-0.5004, 3.0419, -2.8406], [-1.5277, 3.9320, -3.0998], [0.5190, 0.6374, -2.1809], [0.4829, -0.4591, -3.5858], [0.0117, -0.3566, -1.0810], [-4.9438, 4.0589, -3.1940], [-3.8641, 4.8965, -4.3088], [-3.9121, 5.3745, -2.6196], [-4.1831, 1.9083, -2.5396], [-2.3737, 0.2870, -2.1118], [0.5322, 3.3624, -2.9127], [-1.2899, 4.9476, -3.3900], [-0.5060, -0.9083, -3.6580], [1.2570, -1.2096, -3.4392], [0.7003, 0.1458, -4.4664]], "forces_ev_per_a": [[0.1, 0.5, -0.1], [0.0, -0.1, 0.0], [0.0, 0.0, 0.0], [0.0, -0.1, 0.1], [0.0, 0.0, 0.0], [0.0, 0.0, 0.0], [-0.1, 0.1, -0.1], [0.1, 0.0, -0.3], [0.0, 0.0, 0.1], [-0.1, 0.0, 0.1], [0.0, -0.3, 0.3], [0.0, 0.3, -0.2], [0.0, -0.1, 0.0], [-0.1, -0.1, 0.0], [0.0, -0.1, 0.1], [0.1, -0.1, 0.0], [0.0, 0.0, 0.0], [0.0, 0.0, 0.0], [0.0, 0.0, 0.0], [0.0, 0.0, 0.0], [0.0, 0.0, 0.0], [0.0, 0.0, 0.0], [0.0, 0.0, 0.0], [0.0, 0.0, 0.0], [0.0, 0.0, 0.1], [0.0, 0.0, 0.0], [0.0, 0.1, 0.0], [0.0, 0.0, 0.0], [0.0, 0.0, 0.0], [0.0, 0.0, 0.0], [0.0, 0.0, 0.0], [0.0, 0.0, 0.1], [0.0, 0.0, 0.0], [0.0, 0.0, 0.0], [0.0, 0.0, 0.0], [0.0, 0.0, 0.0], [0.0, 0.0, 0.0], [0.1, 0.0, 0.0], [0.0, 0.0, 0.0], [0.0, 0.0, 0.0], [0.0, 0.0, 0.0], [0.1, 0.0, 0.2], [0.0, 0.1, 0.0], [0.1, 0.0, -0.1], [0.0, 0.0, 0.0], [0.0, 0.0, 0.0], [0.0, 0.0, 0.0], [0.0, 0.0, 0.0], [0.0, 0.0, 0.0], [0.0, 0.0, 0.0], [0.0, 0.0, 0.0], [0.0, 0.0, 0.0], [0.0, 0.0, 0.0], [0.0, 0.0, 0.0]]}